{"formula": "C3H3NO4", "method": "ωB97M-V/def2-TZVPD", "charge": 0, "smiles": "C=NOC(=O)C(=O)O", "homo_lumo_gap_ev": 10.47, "energy_ha": -471.72285, "symbols": ["C", "N", "O", "C", "O", "C", "O", "O", "H", "H", "H"], "xyz": [[-1.63, 2.48, 0.43], [-1.50, 1.54, -0.39], [-0.32, 0.77, 0.05], [-0.17, -0.33, -0.56], [-0.84, -0.92, -1.38], [1.19, -1.03, 0.17], [1.58, -2.18, -0.19], [1.50, -0.45, 1.39], [-2.54, 3.16, 0.48], [-1.10, 2.44, 1.56], [2.39, -0.92, 1.59]]}